147
Properties=species:S:1:pos:R:3:forces:R:3 method="wB97M-V/def2-TZVPD" homo_ha=-0.4125 largest_force_ha_per_bohr=0.015 total_energy_ev=-165799.466 gap_ev=8.8127 multiplicity=1 e_lumo_ev=-2.41 total_charge=+1
C 5.150 -5.405 6.547 0.066 -0.006 0.060
C 4.960 -3.984 6.030 0.009 0.125 0.028
C 3.506 -3.507 6.036 0.017 -0.126 -0.190
C 2.645 -4.190 4.961 0.157 -0.051 -0.101
C 2.741 -3.461 3.601 -0.081 -0.060 0.058
C 1.365 -3.089 3.038 0.000 -0.019 0.017
N 1.409 -1.924 2.131 0.239 0.097 0.164
C 2.451 -1.958 1.097 0.054 0.038 -0.041
C 2.299 -3.189 0.210 -0.015 0.107 -0.093
O 0.935 -3.265 -0.188 -0.006 -0.157 0.087
C 0.502 -0.980 2.164 -0.057 -0.526 -0.095
N 0.517 -0.006 1.171 -0.170 0.150 0.080
C 0.452 1.348 1.749 -0.057 0.025 -0.059
C -0.546 -0.306 0.170 0.107 0.011 -0.212
C -0.624 0.854 -0.818 -0.050 -0.073 -0.100
C 0.715 1.086 -1.517 0.088 -0.107 0.096
O 0.914 2.485 -1.698 0.074 -0.037 0.056
C 2.229 2.943 -1.538 -0.372 0.283 -0.030
C 3.132 2.732 -2.773 0.245 -0.257 0.118
F 3.853 3.866 -2.940 0.120 0.203 0.070
F 2.382 2.579 -3.871 -0.291 -0.040 -0.255
C 4.186 1.548 -2.705 -0.161 -0.044 0.097
F 4.080 0.930 -1.496 -0.113 -0.057 -0.017
F 5.418 2.054 -2.783 0.287 0.116 0.036
C 4.064 0.469 -3.812 0.026 -0.031 0.131
F 4.328 1.048 -4.992 0.004 0.112 -0.208
F 2.807 -0.023 -3.831 -0.220 -0.042 0.067
C 4.994 -0.755 -3.694 -0.186 0.034 0.123
F 4.705 -1.443 -2.563 -0.088 -0.114 0.056
F 6.274 -0.376 -3.638 0.308 0.093 -0.038
C -1.874 -0.728 0.871 -0.118 -0.116 -0.073
C -3.134 0.034 0.434 -0.179 -0.112 0.135
C -3.712 -0.442 -0.904 -0.034 0.001 0.115
C -4.581 -1.683 -0.763 0.325 -0.142 -0.139
Br -6.369 -1.244 -0.173 -0.191 0.065 0.152
C -1.838 -0.729 2.416 -0.132 -0.142 0.147
N -0.526 -1.031 3.056 0.152 0.738 -0.116
P -0.463 -0.605 4.811 -0.123 -0.324 -0.157
C 1.354 -0.524 5.117 -0.165 -0.022 0.181
C -0.867 1.202 4.843 0.026 0.025 0.032
H 6.172 -5.751 6.387 -0.020 0.016 -0.004
H 4.484 -6.124 6.064 0.017 0.035 0.001
H 4.962 -5.444 7.622 -0.068 -0.040 -0.047
H 5.371 -3.880 5.018 -0.034 -0.051 0.016
H 5.543 -3.304 6.658 0.030 -0.012 -0.071
H 3.505 -2.436 5.823 -0.039 0.020 0.286
H 3.078 -3.666 7.030 0.003 0.002 -0.030
H 1.603 -4.254 5.285 0.021 0.051 -0.019
H 2.989 -5.218 4.830 -0.156 -0.026 0.063
H 3.265 -4.088 2.877 0.083 0.107 0.022
H 3.339 -2.555 3.734 -0.047 -0.001 -0.016
H 0.672 -2.866 3.842 0.037 0.000 -0.012
H 0.934 -3.914 2.464 0.014 -0.006 0.050
H 3.431 -1.934 1.575 -0.007 -0.115 -0.059
H 2.347 -1.070 0.485 -0.046 0.047 0.079
H 2.939 -3.028 -0.661 0.072 -0.069 -0.033
H 2.637 -4.105 0.700 -0.141 0.043 0.078
H 0.673 -4.186 -0.295 0.092 0.091 -0.103
H 1.026 1.375 2.675 0.000 -0.009 -0.034
H 0.904 2.060 1.059 -0.058 -0.004 0.033
H -0.568 1.687 1.953 0.025 -0.005 0.031
H -0.190 -1.178 -0.389 0.055 0.061 0.131
H -1.379 0.620 -1.567 -0.064 0.029 0.075
H -0.951 1.774 -0.329 0.105 -0.020 0.012
H 0.731 0.585 -2.488 0.044 0.013 -0.023
H 1.534 0.678 -0.918 -0.011 0.018 0.036
H 2.686 2.555 -0.626 0.092 -0.075 -0.072
H 2.150 4.027 -1.436 0.041 -0.028 -0.015
H 4.828 -1.400 -4.559 0.005 -0.008 -0.048
H -2.041 -1.770 0.580 0.110 0.000 0.025
H -2.958 1.113 0.439 0.062 -0.036 -0.073
H -3.909 -0.140 1.189 0.015 0.077 -0.022
H -4.305 0.363 -1.340 0.066 -0.059 -0.138
H -2.918 -0.693 -1.614 0.002 0.081 0.006
H -4.183 -2.384 -0.028 -0.010 0.052 0.004
H -4.701 -2.215 -1.702 -0.089 0.051 -0.009
H -2.505 -1.537 2.729 -0.047 0.125 0.131
H -2.268 0.190 2.816 0.138 0.116 -0.129
H 2.000 -0.584 4.242 -0.046 -0.026 -0.031
H 1.622 -1.313 5.818 0.128 -0.015 -0.129
H 1.559 0.428 5.604 0.046 -0.044 0.060
H -1.380 1.569 3.958 -0.067 -0.066 0.003
H 0.017 1.820 4.995 0.012 0.004 -0.022
H -1.542 1.337 5.689 0.040 0.071 -0.020
C -0.925 5.452 -2.442 0.010 -0.039 -0.025
C -1.987 4.726 -1.641 0.066 -0.061 0.034
O -2.246 3.419 -2.153 -0.051 -0.182 0.087
H -1.229 5.534 -3.485 0.006 0.016 0.003
H -0.758 6.456 -2.049 -0.017 0.011 0.007
H 0.022 4.903 -2.410 -0.017 0.011 -0.009
H -2.937 5.255 -1.693 -0.004 0.007 0.001
H -1.696 4.648 -0.588 -0.054 0.068 0.028
H -1.427 2.913 -2.117 0.054 0.174 -0.094
C -6.430 -4.062 -5.457 0.087 0.103 0.024
C -6.225 -4.432 -4.004 -0.041 -0.012 0.012
O -6.017 -3.293 -3.166 -0.018 0.042 -0.057
H -5.575 -3.495 -5.830 0.003 -0.017 -0.004
H -6.567 -4.954 -6.067 -0.030 0.011 0.001
H -7.322 -3.441 -5.574 -0.015 -0.021 -0.007
H -5.331 -5.044 -3.882 -0.005 -0.015 -0.009
H -7.077 -5.013 -3.637 0.021 -0.027 0.008
H -6.797 -2.730 -3.226 0.026 -0.021 0.039
C 6.040 1.401 4.903 0.020 -0.066 0.011
C 4.605 0.958 5.106 0.026 -0.002 -0.002
O 4.504 -0.268 5.829 0.003 0.142 -0.020
H 6.607 0.630 4.381 0.000 0.009 -0.005
H 6.082 2.322 4.321 -0.010 0.006 0.002
H 6.525 1.589 5.863 0.000 0.020 -0.003
H 4.127 0.765 4.143 -0.002 0.023 0.004
H 4.032 1.744 5.610 -0.024 -0.004 -0.021
H 4.917 -0.136 6.690 -0.004 -0.072 -0.022
C -5.976 1.984 -4.218 0.017 0.015 0.031
C -4.922 2.888 -4.834 -0.039 -0.011 0.106
O -4.502 3.891 -3.920 -0.106 -0.120 0.011
H -6.844 2.568 -3.913 -0.004 0.003 -0.021
H -6.302 1.208 -4.913 0.025 0.002 -0.021
H -5.577 1.495 -3.325 -0.012 -0.048 -0.025
H -5.325 3.409 -5.703 0.013 0.024 0.002
H -4.059 2.301 -5.170 -0.033 -0.017 -0.040
H -4.077 3.434 -3.182 0.198 0.199 -0.078
C -0.594 6.752 2.007 -0.052 -0.080 -0.043
C 0.541 5.753 2.100 0.065 0.077 -0.073
O 0.392 4.676 1.168 0.021 -0.147 -0.061
H -1.553 6.263 2.182 -0.003 0.011 0.010
H -0.470 7.548 2.742 0.014 0.004 0.002
H -0.623 7.213 1.017 0.014 0.021 0.011
H 0.562 5.282 3.082 0.009 0.003 0.017
H 1.503 6.249 1.939 0.016 -0.029 0.032
H 0.383 5.049 0.279 -0.027 0.030 0.039
C -8.808 -7.230 -9.130 0.027 0.062 0.011
C -8.602 -7.520 -7.657 -0.004 -0.006 0.016
O -8.430 -6.333 -6.885 -0.071 -0.014 -0.040
H -7.966 -6.663 -9.528 0.000 -0.010 -0.006
H -8.904 -8.157 -9.697 -0.004 -0.010 0.005
H -9.717 -6.646 -9.287 -0.009 -0.016 -0.006
H -7.690 -8.096 -7.501 -0.008 -0.020 -0.009
H -9.437 -8.108 -7.263 0.013 -0.015 0.010
H -9.225 -5.797 -6.982 0.038 -0.004 0.009
C 6.150 5.423 -0.546 -0.059 0.041 -0.048
C 5.079 5.376 0.526 0.052 -0.162 -0.087
O 3.956 6.188 0.205 -0.122 -0.041 0.041
H 6.486 6.447 -0.708 0.010 0.002 0.030
H 7.010 4.812 -0.270 -0.007 -0.006 0.020
H 5.757 5.043 -1.492 0.040 -0.017 -0.007
H 5.462 5.746 1.476 -0.045 0.060 0.001
H 4.755 4.338 0.686 0.022 0.001 0.041
H 3.616 5.897 -0.648 0.081 0.098 -0.031